72
Properties=species:S:1:pos:R:3:forces:R:3:lowdin_charge:R:1 method="wB97M-V/def2-TZVPD" charge=+2 total_energy_ha=-4484.21469 homo_ev=-12.31 e_above_lowest_kj_mol=0.0 multiplicity=1
C 3.2412 -1.2390 3.0630 0.0 0.1 -0.1 0.03
C 3.5540 0.0548 3.3035 -0.3 -0.2 0.2 -0.09
C 2.8979 1.3210 2.7019 -0.4 -0.4 1.7 -0.41
N 3.9843 2.3030 2.5827 -0.1 -0.1 -0.2 0.06
C 2.3242 0.9422 1.3352 -0.4 0.5 -1.0 -0.28
C 3.2425 0.8770 0.1040 -0.1 0.2 0.6 -0.07
C 2.7519 -0.2247 -0.7901 0.2 0.0 -0.2 -0.26
O 2.6008 -0.1343 -1.9827 -0.3 0.1 0.0 0.05
N 1.2030 1.8551 1.0649 -0.1 -0.2 0.1 0.09
C 0.5748 2.0451 2.3417 0.2 -0.1 -0.2 -0.45
O -0.5920 2.3077 2.4435 0.1 0.2 0.1 0.11
C 1.6208 1.8926 3.4519 0.3 0.1 -0.3 -0.40
C 1.1845 0.9357 4.5578 -0.4 -0.3 -0.3 -0.23
O -0.0880 1.2856 5.0417 0.3 0.1 0.2 -0.13
C -0.6456 0.2452 5.8354 -0.1 0.2 0.0 -0.15
C -1.5529 -0.6410 5.0137 -0.1 -0.2 0.5 -0.18
O -0.7902 -1.6773 4.4143 0.0 0.2 -0.3 -0.15
C -1.5589 -2.5474 3.6098 0.1 -0.2 -0.1 -0.26
C -1.9279 -1.9501 2.2552 0.1 -0.1 -0.1 -0.08
P 1.6347 3.6973 4.0638 -0.8 0.0 0.1 0.68
O 2.1973 4.4131 2.7134 0.3 0.4 0.5 -0.36
Br 3.3146 3.5889 5.5414 0.2 0.0 0.0 0.39
H 3.9961 -1.9197 2.6780 0.4 -0.5 1.7 0.07
H 2.2583 -1.6753 3.2407 -0.5 0.4 -1.5 0.07
H 4.3982 0.2539 3.9635 0.9 0.1 -1.2 0.12
H 4.7737 1.8404 2.1387 0.0 0.1 -0.1 0.09
H 4.3219 2.4857 3.5248 0.0 0.2 0.0 0.00
H 1.8350 -0.0356 1.3887 0.3 -0.1 0.6 0.13
H 4.2710 0.6704 0.4111 0.0 -0.2 -0.1 0.13
H 3.2264 1.8279 -0.4275 0.2 0.0 -0.1 0.13
H 2.4949 -1.1734 -0.2760 0.1 0.0 0.1 0.13
H 1.4812 2.7575 0.6846 0.1 0.0 0.1 0.14
H 1.9245 0.9109 5.3675 0.1 0.1 -0.1 0.12
H 1.1290 -0.0691 4.1261 0.1 0.0 0.1 0.11
H 0.1452 -0.3468 6.3056 -0.1 -0.1 0.0 0.14
H -1.2210 0.7174 6.6312 0.0 0.1 -0.1 0.14
H -2.3024 -1.0825 5.6840 0.0 -0.1 -0.1 0.13
H -2.0769 -0.0225 4.2790 0.1 0.0 0.0 0.12
H -2.4467 -2.8901 4.1526 -0.1 0.2 0.0 0.12
H -0.9364 -3.4267 3.4415 0.0 0.0 0.1 0.12
H -2.6961 -2.5595 1.7768 -0.1 0.1 0.0 0.08
H -1.0573 -1.9553 1.5926 0.1 0.1 0.1 0.06
H -2.2771 -0.9213 2.3463 -0.1 0.0 0.0 0.05
H 3.1596 4.3291 2.6119 -0.1 -0.3 -0.4 0.04
C -1.8491 1.3152 0.0076 -0.2 -0.1 0.0 0.04
N -1.9129 0.6982 -1.3436 0.1 0.0 0.1 -0.05
C -3.0742 0.6392 -2.0128 0.0 0.0 -0.1 0.03
C -3.1276 0.1092 -3.2818 0.0 -0.1 0.0 0.05
C -1.9590 -0.3628 -3.8792 0.0 0.1 0.1 -0.13
C -0.7733 -0.3062 -3.1565 0.0 0.0 -0.1 0.06
C -0.7833 0.2291 -1.8871 0.0 0.0 -0.1 0.04
C -1.9672 -0.8934 -5.2676 0.0 -0.1 -0.1 -0.12
C -1.1514 -0.3286 -6.2428 0.0 0.0 0.0 0.06
C -1.1429 -0.8566 -7.5150 0.0 0.0 0.0 0.03
N -1.9093 -1.9126 -7.8259 0.0 0.0 -0.1 -0.07
C -2.7202 -2.4650 -6.9071 0.0 0.0 0.0 0.02
C -2.7710 -1.9747 -5.6241 -0.1 0.0 0.0 0.06
C -1.8632 -2.5006 -9.1872 0.0 0.0 0.0 0.05
H -2.5461 0.8072 0.6687 0.0 0.0 0.0 0.11
H -2.1031 2.3684 -0.0789 0.0 0.0 0.0 0.12
H -0.8362 1.2164 0.3752 0.0 0.1 0.0 0.05
H -3.9454 1.0354 -1.5102 0.0 0.0 0.0 0.16
H -4.0758 0.0909 -3.8013 0.0 0.0 0.0 0.14
H 0.1635 -0.6704 -3.5581 0.0 0.0 0.0 0.14
H 0.1119 0.3060 -1.2907 0.1 0.1 0.0 0.12
H -0.5226 0.5241 -6.0266 0.0 0.0 0.0 0.15
H -0.5236 -0.4511 -8.3019 0.0 0.0 0.0 0.16
H -3.3127 -3.3101 -7.2289 0.0 0.0 0.0 0.16
H -3.4232 -2.4538 -4.9070 0.0 0.0 0.0 0.14
H -2.8658 -2.4912 -9.6064 0.0 0.0 0.0 0.12
H -1.4906 -3.5189 -9.1117 0.0 0.0 0.0 0.12
H -1.1980 -1.9092 -9.8069 0.0 0.0 0.0 0.11